Record 1
A structure of composition C7H12O3Sc at a distorted geometry, computed with wB97M-V/def2-TZVPD.

The expectation value of S² is 0.91. The maximum force comes out at 6.97 eV/A. The total energy comes out at -1258.10660 a.u. For the gap between HOMO and LUMO (alpha / beta), the calculation gives 3.92 / 3.28 eV.

Geometry as ORCA input:
```
! RIJCOSX wB97M-V def2-TZVPD def2/J DEFGRID3
* xyz 4 2
O -0.02 -1.40 1.14
C 0.69 -0.37 0.72
O 0.21 0.76 0.62
Sc 0.00 2.74 0.55
O 1.89 -0.72 0.44
C 2.90 0.28 0.15
C 4.20 -0.44 -0.10
H 2.96 0.95 1.01
H 2.57 0.84 -0.74
H 4.50 -1.01 0.79
H 4.97 0.30 -0.32
H 4.11 -1.12 -0.95
C -1.42 -1.32 1.09
H -1.82 -2.35 1.15
H -1.86 -0.80 1.97
C -2.00 -0.78 -0.09
H -3.24 0.30 0.44
C -2.64 0.16 -1.49
C -3.58 1.01 -0.75
H -1.61 0.57 -1.66
H -3.04 -0.57 -2.21
H -3.18 2.01 -0.59
H -4.60 0.97 -1.15
*
```

These are the Löwdin partial charges, in e, on atoms 1 to 4: number 1, O, carries 0.20; number 2, C, carries -0.48; number 3, O, carries -0.02; number 4, Sc, carries 2.11

Record 2
A cluster of 2 separate species, C7H12OS in total at a distorted geometry, computed with wB97M-V/def2-TZVPD.

As for the energy above the lowest of the compared OMol25 structures with the same formula, charge and spin: 138.86 kcal/mol. The maximum force comes out at 4.33 eV/A. The total energy comes out at -747.10956 a.u. For the gap between HOMO and LUMO, the calculation gives 7.63 eV.

Geometry as ORCA input:
```
! RIJCOSX wB97M-V def2-TZVPD def2/J DEFGRID3
* xyz 0 1
C 1.42 -2.65 -0.37
C 0.64 -1.72 0.17
C -1.95 -0.20 0.72
C 0.22 1.88 1.05
C 0.11 1.30 -1.37
C 1.14 -0.32 0.27
C 0.32 0.85 -0.01
O -4.29 -0.54 -0.41
S -2.94 0.01 -0.62
H 1.14 -3.64 -0.61
H 2.44 -2.54 -0.68
H -0.35 -1.84 0.48
H -2.25 -0.59 1.77
H 1.25 2.47 0.83
H -0.65 2.51 0.94
H 0.19 1.36 2.04
H -0.71 2.07 -1.45
H -0.30 0.50 -1.98
H 1.14 1.56 -1.91
H 2.05 -0.39 -0.26
H 1.39 -0.10 1.41
*
```

These are the Löwdin partial charges, in e, on atoms 1 to 4: number 1, C, carries 0.03; number 2, C, carries -0.16; number 3, C, carries -0.30; number 4, C, carries -0.09

Record 3
A cluster of 2 separate species, C7H12S in total at a distorted geometry, computed with wB97M-V/def2-TZVPD.

As for the energy above the lowest of the compared OMol25 structures with the same formula, charge and spin: 129.00 kcal/mol. The maximum force comes out at 5.47 eV/A. The total energy comes out at -671.91132 a.u. For the gap between HOMO and LUMO (alpha / beta), the calculation gives 7.73 / 7.73 eV.

Geometry as ORCA input:
```
! RIJCOSX wB97M-V def2-TZVPD def2/J DEFGRID3
* xyz 0 1
C -0.02 -0.36 0.45
C 0.59 0.79 0.30
C -2.30 -0.31 0.03
C 0.44 -1.63 1.13
C 2.10 1.04 0.44
C -0.13 2.10 -0.13
C -2.65 -1.40 -0.86
S -3.16 0.87 0.53
H 0.43 -1.63 2.24
H -0.14 -2.40 0.76
H 1.50 -1.72 0.99
H 2.84 0.75 -0.24
H 2.57 0.53 1.43
H 2.26 2.16 0.71
H 0.60 2.66 -0.80
H -1.05 1.88 -0.53
H -0.20 2.46 0.90
H -1.72 -2.14 -0.97
H -3.55 -1.82 -0.35
H -3.04 -1.06 -1.81
*
```

These are the Löwdin partial charges, in e, on atoms 1 to 4: number 1, C, carries -0.07; number 2, C, carries -0.36; number 3, C, carries -0.74; number 4, C, carries -0.09